1.
ORCA calculation (wB97M-V/def2-TZVPD) on a single C3H5NO2 molecule.

```
11
Properties=species:S:1:pos:R:3:lowdin_charge:R:1
C 1.54556 0.27044 -1.24177 -0.08
C 1.02993 0.18611 0.83846 -0.10
O 0.72156 0.92869 -0.24441 -0.16
O -0.06334 -0.35112 1.35637 -0.01
C -1.36631 -0.06204 0.97826 -0.25
N -2.26404 -0.67954 1.60031 0.14
H 2.60606 0.47520 -1.07687 0.09
H 1.39209 -0.81853 -1.21995 0.09
H 1.16928 0.66644 -2.17525 0.09
H -1.46133 0.69698 0.20398 0.13
H -3.17819 -0.35899 1.29098 0.06
```

HOMO-LUMO gap (eV): 9.8
E_tot (Ha): -322.4227
2S+1: 1
Energy above the lowest of the compared OMol25 structures with the same formula, charge and spin (kcal per mole): 95.2


2.
ORCA calculation (wB97M-V/def2-TZVPD) on a molecular structure, C56H85IrN6O4 in a non-equilibrium geometry.

```
152
Properties=species:S:1:pos:R:3:lowdin_charge:R:1
Ir -0.53085 0.78753 -1.34906 1.49
C -5.92637 -4.27648 0.79909 -0.07
C -4.60445 -4.91693 0.37665 -0.56
C -4.03635 -5.69427 1.57258 -0.05
C -4.87955 -5.88968 -0.77962 -0.04
C -3.58896 -3.87276 -0.08957 -0.16
C -3.89528 -2.54493 -0.27026 0.02
C -2.93311 -1.61878 -0.67895 -0.15
C -3.34819 -0.17859 -0.67707 -0.11
N -2.68961 0.67600 -1.71001 -0.24
C -2.87284 0.07509 -3.02380 -0.14
C -2.00095 0.73214 -4.04081 -0.13
N -0.61962 0.92026 -3.51940 -0.18
C -0.03019 2.22696 -3.90381 -0.11
C 0.08879 3.23149 -2.77324 -0.17
N -0.89437 3.06998 -1.68039 -0.20
C -2.31635 3.15640 -2.11835 -0.11
C -3.21557 2.04697 -1.57779 -0.14
C -0.55467 4.09501 -0.65104 -0.09
C -0.54931 3.72361 0.81656 -0.08
C -0.16518 4.70266 1.71546 0.02
C -0.23029 4.70596 3.11235 -0.09
C -0.54455 3.56600 3.92732 0.04
C -0.47649 2.24068 3.64632 -0.06
C -0.82309 2.38120 1.18767 -0.28
O -1.62972 1.68287 0.55743 -0.05
C 0.12886 0.29984 5.34961 -0.51
C 0.39782 0.86995 6.75202 -0.05
C -0.40779 -1.12309 5.50240 -0.03
C 1.47664 0.26288 4.61560 -0.04
C -0.06301 6.07348 3.79384 -0.55
C 1.29311 6.68974 3.41168 -0.04
C -1.20466 6.99418 3.32359 -0.04
C -0.12039 6.00471 5.32274 -0.06
C 0.17441 -0.23942 -4.01454 -0.13
C 1.61367 -0.37273 -3.61791 -0.16
C 2.34849 -1.25971 -4.41220 0.01
C 3.65508 -1.57608 -4.12206 -0.16
C 4.24086 -0.86902 -3.06785 0.02
C 3.56586 0.03998 -2.26892 -0.07
C 2.17671 0.21113 -2.49514 -0.27
O 1.44509 0.92748 -1.61896 -0.30
C 4.34409 0.71880 -1.12052 -0.52
C 4.29338 -0.20997 0.10041 -0.02
C 5.81715 0.92178 -1.51369 -0.06
C 3.80938 2.10947 -0.73852 -0.05
C 4.45133 -2.64577 -4.86683 -0.56
C 5.67813 -2.01212 -5.53750 -0.04
C 4.91744 -3.70396 -3.85490 -0.04
C 3.61433 -3.34400 -5.93735 -0.06
C -1.63201 -2.01555 -0.94002 -0.25
O -0.67020 -1.17152 -1.40270 -0.28
C -1.28451 -3.37875 -0.79170 -0.07
C -2.27474 -4.25362 -0.36927 0.03
C 0.13086 -3.90793 -1.11271 -0.51
C 1.22973 -3.11339 -0.38798 -0.04
C 0.36943 -3.81002 -2.62788 -0.02
C 0.29278 -5.37334 -0.70093 -0.06
H -6.61284 -5.05074 1.14645 0.09
H -6.40715 -3.76119 -0.03550 0.08
H -5.77881 -3.56300 1.61347 0.09
H -4.80817 -6.33894 1.99945 0.09
H -3.69407 -5.00834 2.35036 0.09
H -3.19801 -6.33007 1.28295 0.08
H -5.57222 -6.67370 -0.46222 0.09
H -3.95910 -6.36632 -1.12267 0.08
H -5.32336 -5.36180 -1.62691 0.09
H -4.89486 -2.17919 -0.06598 0.11
H -3.11551 0.23930 0.29609 0.09
H -4.43612 -0.11763 -0.79808 0.14
H -3.92155 0.13523 -3.33238 0.15
H -2.61530 -0.97885 -2.93902 0.13
H -2.41154 1.68794 -4.35206 0.11
H -1.97645 0.10628 -4.93329 0.14
H -0.58434 2.63666 -4.74861 0.13
H 0.98759 2.05153 -4.25322 0.14
H 0.04576 4.24566 -3.19115 0.14
H 1.06792 3.09764 -2.32083 0.10
H -2.33608 3.21933 -3.20333 0.11
H -2.76153 4.08437 -1.75525 0.13
H -4.19946 2.12672 -2.05513 0.14
H -3.35042 2.22310 -0.51932 0.12
H -1.18244 4.97921 -0.79600 0.14
H 0.46895 4.41264 -0.85797 0.13
H 0.10449 5.64995 1.25743 0.12
H -0.82932 3.79565 4.94466 0.10
H -0.50507 0.83400 7.36645 0.09
H 0.73981 1.90834 6.69685 0.09
H 1.16948 0.28804 7.25818 0.09
H -1.34549 -1.13496 6.06154 0.09
H 0.32223 -1.72143 6.05203 0.09
H -0.58020 -1.60250 4.53941 0.07
H 1.85779 1.27047 4.42240 0.09
H 1.42878 -0.28822 3.67712 0.07
H 2.20658 -0.24841 5.24492 0.09
H 1.43771 6.76221 2.33359 0.08
H 2.11364 6.09578 3.81967 0.10
H 1.36295 7.69769 3.82307 0.09
H -1.16223 7.18213 2.24963 0.08
H -1.14129 7.95432 3.83817 0.09
H -2.17578 6.54884 3.55066 0.09
H 0.62686 5.31979 5.72882 0.09
H -1.10695 5.70822 5.68477 0.09
H 0.08367 6.99685 5.72597 0.09
H 0.13305 -0.22774 -5.10899 0.14
H -0.36785 -1.12521 -3.67770 0.11
H 1.84915 -1.72236 -5.25736 0.12
H 5.28759 -1.05077 -2.86236 0.10
H 4.72662 -1.18198 -0.14238 0.09
H 3.26580 -0.38422 0.41983 0.06
H 4.85536 0.21682 0.93648 0.09
H 6.37410 -0.01485 -1.54374 0.08
H 6.30548 1.55859 -0.77382 0.09
H 5.89988 1.40552 -2.48873 0.10
H 2.80354 2.07020 -0.32952 0.05
H 3.79246 2.76807 -1.61245 0.09
H 4.47475 2.55458 0.00552 0.08
H 6.34157 -1.54976 -4.80415 0.08
H 5.37423 -1.24362 -6.25171 0.09
H 6.24938 -2.77336 -6.07401 0.09
H 5.59155 -3.27730 -3.10991 0.08
H 5.45062 -4.50763 -4.36820 0.09
H 4.06236 -4.13756 -3.33043 0.08
H 3.29279 -2.64698 -6.71506 0.09
H 2.73064 -3.82075 -5.50586 0.08
H 4.21211 -4.12084 -6.41662 0.09
H -2.01685 -5.29445 -0.23739 0.09
H 1.33175 -2.11826 -0.81928 0.06
H 2.18872 -3.62567 -0.49663 0.09
H 1.00057 -3.04294 0.68182 0.09
H 0.37274 -2.77086 -2.95082 0.05
H -0.40625 -4.35122 -3.17524 0.10
H 1.33902 -4.24768 -2.88620 0.08
H 0.10288 -5.51562 0.36546 0.09
H 1.31829 -5.68819 -0.90348 0.09
H -0.36825 -6.03201 -1.26719 0.09
C -3.41639 1.12531 4.82971 -0.01
N -2.18783 0.65661 4.20203 -0.03
C -0.94613 1.25860 4.69843 -0.18
C -0.01991 1.73888 2.30221 -0.09
C -0.18539 0.25975 2.03706 -0.38
N -1.10793 -0.51867 2.42176 0.24
C -2.28763 -0.09276 3.06261 -0.50
O -3.35923 -0.43282 2.60063 0.08
N 0.65499 -0.16300 1.04225 0.17
H -3.50137 0.73689 5.84638 0.10
H -4.26062 0.77962 4.24412 0.09
H -3.42981 2.21819 4.86356 0.09
H -1.28334 1.87002 5.53119 0.12
H 1.02579 2.03683 2.16053 0.17
H 1.56144 0.26576 0.93714 0.08
H 0.59682 -1.14554 0.80528 0.07
```

HOMO-LUMO gap (alpha / beta) (eV): 6.7 / 5.1
E_tot (Ha): -2918.4800
Total charge: +1
2S+1: 2
Energy above the lowest of the compared OMol25 structures with the same formula, charge and spin (kcal per mole): 42.1


3.
ORCA calculation (wB97M-V/def2-TZVPD) on 2 unconnected molecules or ions with the total composition C5H16NO2 in a non-equilibrium geometry.

```
24
Properties=species:S:1:pos:R:3:lowdin_charge:R:1
C 1.55378 2.50458 0.01920 -0.02
C 0.72382 1.22849 0.21984 -0.34
C -0.74306 1.39070 -0.10565 -0.16
C -1.54617 0.10464 0.01894 -0.17
C -1.34149 -0.63089 1.33778 -0.23
O -0.40612 -1.70118 1.17670 -0.08
N 1.32339 0.18434 -0.71495 0.22
H 1.00079 3.37487 0.35459 0.10
H 1.80551 2.64730 -1.02594 0.09
H 2.46679 2.45365 0.60732 0.09
H 0.88694 0.86040 1.22419 0.14
H -0.85969 1.83138 -1.09862 0.13
H -1.14405 2.12418 0.59591 0.14
H -1.33007 -0.59067 -0.79635 0.10
H -2.60156 0.34875 -0.07957 0.12
H -0.78648 0.04428 2.00283 0.11
H -2.23688 -0.86405 1.90733 0.13
H -0.73375 -2.31455 0.50338 0.07
H 1.18969 0.56084 -1.65363 0.17
H 0.85064 -0.73448 -0.70506 0.10
H 2.31645 0.00024 -0.53996 0.18
H -0.20021 -2.57673 -2.41678 0.09
H 0.78395 -3.15595 -1.43406 0.09
O 0.11211 -2.45395 -1.49838 -0.06
```

HOMO-LUMO gap (eV): 10.7
E_tot (Ha): -405.1085
Total charge: +1
2S+1: 1
Energy above the lowest of the compared OMol25 structures with the same formula, charge and spin (kcal per mole): 7.3


4.
ORCA calculation (wB97M-V/def2-TZVPD) on 2 unconnected molecules or ions with the total composition C5H12O.

```
18
Properties=species:S:1:pos:R:3:lowdin_charge:R:1
C 1.51094 -1.15122 -0.96311 -0.04
C 0.59555 -0.35796 -1.52734 -0.27
C 0.87968 1.01502 -2.06271 -0.10
H 1.27486 -2.16373 -0.64984 0.06
H 2.53152 -0.80027 -0.82275 0.07
H -0.43172 -0.71006 -1.63670 0.11
H 1.17025 0.89458 -3.11090 0.08
H 1.70519 1.49788 -1.52973 0.08
H 0.01574 1.68495 -2.01762 0.08
C -1.37061 0.08214 2.48200 -0.09
C -1.22733 -0.08499 0.98554 -0.34
O -0.04559 0.57943 0.59706 -0.13
H -1.35415 1.15270 2.70627 0.08
H -0.50267 -0.37200 2.97245 0.08
H -2.28990 -0.35828 2.87548 0.07
H -1.21427 -1.14929 0.69317 0.11
H -2.07039 0.37041 0.44747 0.12
H 0.65788 -0.08884 0.48610 0.04
```

HOMO-LUMO gap (eV): 10.3
E_tot (Ha): -272.8869
2S+1: 1
Structure (SMILES): C=CC.CCO
Energy above the lowest of the compared OMol25 structures with the same formula, charge and spin (kcal per mole): 38.8


5.
ORCA calculation (wB97M-V/def2-TZVPD) on a single C4H4N2O2 molecule in a non-equilibrium geometry.

```
12
Properties=species:S:1:pos:R:3:lowdin_charge:R:1
H 0.65519 3.12103 -1.20557 0.10
N 0.12425 2.39545 -0.54625 0.11
C 0.34032 1.11792 -0.72227 -0.50
N 0.82802 0.32125 -1.75992 0.13
O -0.37973 0.36277 0.19742 0.07
C -0.16796 -0.94645 0.44891 -0.45
O 0.74181 -1.57793 -0.09034 0.09
C -0.96275 -1.33029 1.54203 0.01
C -1.66947 -1.62517 2.50434 0.20
H 0.93704 -0.65871 -1.50139 0.05
H 1.67096 0.75793 -2.28948 0.15
H -2.11768 -1.93779 3.42254 0.05
```

HOMO-LUMO gap (eV): 9.2
E_tot (Ha): -414.7193
2S+1: 1
Structure (SMILES): [H]/N=C(\N)OC(=O)C#C
Energy above the lowest of the compared OMol25 structures with the same formula, charge and spin (kcal per mole): 79.6


6.
ORCA calculation (wB97M-V/def2-TZVPD) on a molecular structure, C12H27ClDyIO2P2 in a non-equilibrium geometry.

```
46
Properties=species:S:1:pos:R:3:lowdin_charge:R:1
C 1.99799 1.10717 -0.16474 -0.10
C 0.94336 1.88700 0.56870 -0.41
H 2.98931 1.38574 0.22146 0.15
H 2.02231 1.37391 -1.24820 0.04
H 1.94004 -0.00309 -0.03415 0.04
O 1.14321 2.97601 1.09356 0.23
I -2.81295 0.10873 -1.72151 0.32
Dy 0.07239 -0.31831 -1.63377 0.64
P 0.03087 2.60195 -2.26274 0.73
C -1.12854 3.82473 -1.54290 -0.23
C 1.48278 3.69336 -2.54171 -0.22
H -0.03816 1.52073 -4.42633 0.04
H -0.40071 3.28402 -4.53827 0.07
H -1.65522 2.11162 -3.93728 0.03
C -0.58539 2.36144 -3.96795 -0.26
H 2.30472 3.10720 -2.97235 0.06
H 1.20354 4.49741 -3.23792 0.08
H -1.12992 4.73499 -2.15236 0.08
H -0.80477 4.04980 -0.52078 0.05
H 1.81525 4.11838 -1.58439 0.06
H -2.12545 3.38023 -1.50506 0.04
C -0.49500 1.26093 0.55498 -0.25
O -1.47112 1.79422 0.99362 0.20
Cl 1.38019 -1.19991 -3.52956 -0.09
C 0.43372 -3.86121 -0.35879 -0.12
C -0.60060 -3.25493 0.59260 -0.36
P -0.34886 -1.46191 0.97939 0.90
C -1.74093 -1.08090 2.11523 -0.38
C -2.23609 -2.17960 3.05276 -0.10
C 1.11844 -1.45622 2.10278 -0.38
C 1.17339 -2.51170 3.20434 -0.10
H 0.45362 -3.38494 -1.35241 0.04
H 0.18394 -4.91723 -0.52026 0.10
H 1.45246 -3.82901 0.04818 0.09
H -1.60672 -3.32297 0.14363 0.11
H -0.62541 -3.80938 1.54357 0.09
H -1.43929 -0.19497 2.69175 0.09
H -2.55255 -0.74693 1.44790 0.06
H -1.51564 -2.39384 3.84819 0.07
H -3.15606 -1.83158 3.53552 0.10
H -2.46884 -3.10777 2.52144 0.08
H 2.00417 -1.54685 1.45538 0.08
H 1.15220 -0.45032 2.54470 0.09
H 1.01865 -3.53236 2.82859 0.08
H 2.17038 -2.47721 3.66274 0.10
H 0.45133 -2.30644 4.00243 0.07
```

HOMO-LUMO gap (alpha / beta) (eV): 4.9 / 5.2
E_tot (Ha): -2948.9604
Total charge: +2
2S+1: 6


The highest E_tot belongs to which entry?
C5H12O


Which value of E_tot does entry 5 give?
-414.7193 Ha


Among the records above, which one has the lowest E_tot?
C12H27ClDyIO2P2